Computed, not measured: C13H12N7OPtS as an isolated structure, with wB97M-V/def2-TZVPD.

Each line ends with the Mulliken spin population.
Atoms and positions in Å:
Pt -0.31 -0.13 -0.39  0.32
N 2.29 -0.44 -2.50  0.01
C 2.65 -0.49 -1.22  0.00
N 3.93 -0.58 -0.94  0.00
C 4.27 -0.68 0.34  0.00
N 5.55 -0.72 0.66  0.00
N 3.37 -0.77 1.37  0.01
C 2.14 -0.67 1.02  0.00
N 1.68 -0.46 -0.25  0.00
C 1.08 -0.85 2.03  0.01
C 1.33 -1.10 3.36  0.00
C 0.26 -1.27 4.22  0.01
C -1.04 -1.19 3.72  0.00
C -1.22 -0.93 2.38  0.02
N -0.18 -0.77 1.56  -0.02
H 3.02 -0.51 -3.19  0.00
H 1.34 -0.54 -2.80  0.00
H 6.25 -0.68 -0.06  0.00
H 5.82 -0.82 1.63  0.00
H 2.36 -1.16 3.70  0.00
H 0.43 -1.47 5.27  0.00
H -1.90 -1.32 4.36  0.00
H -2.20 -0.86 1.93  0.00
O -2.31 -0.01 -0.37  0.04
N -2.87 0.78 -1.30  0.06
C -4.21 0.84 -1.31  -0.02
C -4.85 1.64 -2.24  0.07
C -4.10 2.37 -3.15  -0.04
C -2.72 2.29 -3.12  0.06
C -2.11 1.47 -2.18  -0.04
S -0.39 1.29 -2.06  0.51
H -4.70 0.24 -0.56  0.00
H -5.93 1.67 -2.24  0.00
H -4.59 3.00 -3.88  0.00
H -2.11 2.84 -3.81  0.00

Summary:
HOMO energy (alpha / beta), eV: -15.7 / -15.7
2S+1: 2
Total charge: +2
Frontier orbital gap (alpha / beta), eV: 8.9 / 5.9

---

Computed, not measured: C60H48O2P3PtSSiTe as an isolated structure in a non-equilibrium geometry, with wB97M-V/def2-TZVPD.

Each line ends with the Löwdin charge.
Atoms and positions in Å:
Pt 0.49 -0.07 -0.03  0.34
C 1.68 0.70 -5.98  -0.05
C 1.53 -0.32 -5.05  -0.06
C 1.09 -0.01 -3.77  -0.20
C 0.82 1.31 -3.41  -0.39
C 0.92 2.32 -4.37  -0.08
C 1.36 2.01 -5.64  -0.05
P 0.24 1.66 -1.73  0.94
C -1.20 2.71 -2.10  -0.32
C -2.17 2.17 -2.95  -0.09
C -3.26 2.92 -3.35  -0.06
C -3.40 4.23 -2.89  -0.06
C -2.45 4.77 -2.04  -0.07
C -1.35 4.02 -1.65  -0.08
C 1.39 2.86 -0.96  -0.42
C 2.43 3.52 -1.62  -0.08
C 3.25 4.40 -0.92  -0.06
C 3.03 4.63 0.43  -0.06
C 2.01 3.95 1.09  -0.07
C 1.18 3.05 0.42  -0.30
Si 0.04 1.82 1.27  0.57
C 0.66 1.31 2.96  -0.28
C 0.92 2.25 3.96  -0.08
C 1.57 1.90 5.13  -0.06
C 1.97 0.59 5.33  -0.06
C 1.67 -0.37 4.37  -0.07
C 1.01 -0.01 3.19  -0.39
P 0.48 -1.27 1.99  0.94
C 1.65 -2.67 2.16  -0.33
C 2.85 -2.64 1.47  -0.12
C 3.74 -3.70 1.50  -0.06
C 3.43 -4.83 2.26  -0.07
C 2.24 -4.87 2.97  -0.06
C 1.35 -3.80 2.93  -0.08
C -1.02 -1.94 2.75  -0.43
C -1.65 -3.01 2.11  -0.13
C -2.79 -3.59 2.65  -0.07
C -3.31 -3.09 3.84  -0.08
C -2.71 -2.02 4.47  -0.07
C -1.57 -1.43 3.93  -0.08
C -1.74 2.47 1.25  -0.27
C -1.89 3.86 1.38  -0.12
C -3.14 4.46 1.34  -0.08
C -4.27 3.68 1.18  -0.06
C -4.15 2.30 1.05  -0.09
C -2.90 1.68 1.07  -0.34
P -2.70 -0.15 0.91  1.10
C -4.30 -0.80 1.57  -0.36
C -4.76 -0.32 2.81  -0.13
C -5.90 -0.86 3.39  -0.08
C -6.59 -1.90 2.77  -0.09
C -6.12 -2.40 1.56  -0.08
C -4.98 -1.86 0.97  -0.10
C -2.88 -0.52 -0.89  -0.36
C -1.86 -1.24 -1.55  -0.15
C -2.01 -1.61 -2.88  -0.09
C -3.16 -1.27 -3.58  -0.08
C -4.16 -0.54 -2.95  -0.08
C -4.02 -0.18 -1.61  -0.10
H 2.04 0.47 -6.98  0.11
H 1.75 -1.35 -5.32  0.12
H 0.95 -0.80 -3.04  0.02
H 0.66 3.34 -4.11  0.12
H 1.46 2.80 -6.38  0.11
H -2.05 1.16 -3.32  0.09
H -4.00 2.49 -4.02  0.11
H -4.26 4.82 -3.19  0.11
H -2.55 5.79 -1.69  0.11
H -0.59 4.46 -1.02  0.10
H 2.61 3.34 -2.67  0.10
H 4.07 4.89 -1.43  0.11
H 3.66 5.32 0.98  0.11
H 1.88 4.11 2.16  0.10
H 0.60 3.29 3.82  0.10
H 1.76 2.65 5.89  0.11
H 2.51 0.31 6.23  0.11
H 1.94 -1.41 4.54  0.11
H 3.10 -1.77 0.91  0.02
H 4.66 -3.65 0.94  0.11
H 4.11 -5.67 2.28  0.11
H 2.00 -5.73 3.59  0.11
H 0.43 -3.86 3.49  0.10
H -1.24 -3.39 1.18  0.12
H -3.26 -4.42 2.15  0.12
H -4.20 -3.54 4.27  0.11
H -3.12 -1.63 5.39  0.12
H -1.11 -0.59 4.43  0.11
H -1.01 4.48 1.52  0.10
H -3.23 5.54 1.45  0.11
H -5.25 4.14 1.16  0.11
H -5.05 1.70 0.96  0.10
H -4.23 0.48 3.31  0.11
H -6.25 -0.47 4.34  0.11
H -7.47 -2.32 3.22  0.10
H -6.64 -3.22 1.08  0.11
H -4.62 -2.27 0.04  0.10
H -0.93 -1.54 -1.03  0.04
H -1.23 -2.19 -3.37  0.10
H -3.28 -1.57 -4.61  0.11
H -5.06 -0.26 -3.49  0.11
H -4.82 0.37 -1.12  0.11
C 5.87 0.51 1.68  0.03
C 4.68 0.29 0.82  -0.69
O 4.75 -0.62 -0.15  -0.30
O 3.63 0.92 0.94  -0.06
H 6.46 -0.41 1.78  0.09
H 5.54 0.87 2.66  0.09
H 6.49 1.27 1.21  0.10
Te 3.06 -0.20 -1.36  1.60
C 3.22 -2.13 -2.09  -0.89
C 4.32 -2.72 -2.64  -0.20
C 4.09 -4.07 -3.02  -0.17
C 2.81 -4.47 -2.74  -0.39
S 1.91 -3.23 -2.01  0.95
H 5.27 -2.20 -2.77  0.11
H 4.83 -4.71 -3.48  0.11
H 2.35 -5.43 -2.93  0.08

Summary:
HOMO energy, eV: -9.1
2S+1: 1
Total charge: +1
Frontier orbital gap, eV: 6.3

---

Computed, not measured: one molecule with the formula C6H11FS in a non-equilibrium geometry, with wB97M-V/def2-TZVPD.

Each line ends with the natural charge from an NBO analysis.
Atoms and positions in Å:
C 2.14 -0.02 -0.40  -0.66
C 1.16 -1.06 0.33  -0.43
C -0.18 -1.18 -0.30  -0.41
C -1.12 0.10 -0.18  -0.22
C -0.62 1.44 -0.63  0.01
C -1.97 0.28 1.05  -0.51
H 2.03 -0.31 -1.49  0.18
H 1.74 1.08 -0.40  0.27
H 3.19 -0.22 -0.05  0.22
H 1.66 -2.06 0.75  0.23
H 1.07 -0.58 1.36  0.20
H -0.88 -2.10 0.04  0.23
H -0.14 -1.33 -1.38  0.21
H -1.51 2.03 -0.20  0.21
H -0.25 1.40 -1.66  0.20
H -1.70 -0.32 1.97  0.24
H -2.31 1.35 1.44  0.23
F 0.50 1.75 0.21  -0.38
S -2.80 -0.24 -0.46  0.19

Summary:
HOMO energy, eV: -9.2
2S+1: 1
SMILES: CCC[C@]1(CF)CS1
Total charge: 0
Frontier orbital gap, eV: 10.0

---

Computed, not measured: one molecule with the formula C5H7NO, with wB97M-V/def2-TZVPD.

Each line ends with the natural charge from an NBO analysis.
Atoms and positions in Å:
C -1.51 -0.35 0.30  -0.41
C -0.60 0.43 -0.61  -0.30
C 0.46 1.31 0.01  -0.07
O 1.71 0.64 0.25  -0.50
C 1.68 -0.68 0.49  0.41
N 0.76 -1.52 0.26  -0.49
C -0.40 -1.04 -0.43  -0.07
H -1.40 -0.21 1.38  0.22
H -2.53 -0.54 -0.03  0.22
H -1.01 0.78 -1.56  0.23
H 0.14 1.71 0.98  0.18
H 0.71 2.15 -0.64  0.20
H 2.63 -1.01 0.92  0.17
H -0.69 -1.70 -1.24  0.22

Summary:
HOMO energy, eV: -9.4
2S+1: 1
SMILES: C1=N[C@H]2C[C@H]2CO1
Total charge: 0
Frontier orbital gap, eV: 10.4

---

Computed, not measured: a 5-piece molecular cluster, C6H22NO4S overall in a non-equilibrium geometry, with wB97M-V/def2-TZVPD.

Each line ends with the natural charge from an NBO analysis.
Atoms and positions in Å:
C 1.27 -0.02 2.27  -0.42
C 1.11 -1.57 2.44  -0.53
S 1.54 -2.46 0.94  -0.74
C 1.51 0.51 0.94  -0.26
N 1.14 1.89 0.78  -0.67
C -0.32 2.31 0.37  -0.22
C -0.73 1.67 -0.97  -0.44
C -2.18 1.93 -1.37  -0.60
H 0.30 0.61 2.67  0.18
H 2.24 0.36 2.72  0.20
H 1.69 -1.85 3.19  0.18
H 0.12 -1.98 2.55  0.20
H 0.91 -0.08 0.12  0.16
H 2.54 0.25 0.60  0.21
H 1.86 2.13 0.05  0.35
H -1.14 2.03 1.12  0.21
H -0.34 3.48 0.37  0.18
H 0.00 2.23 -1.66  0.19
H -0.62 0.49 -1.06  0.23
H -2.37 3.01 -1.07  0.17
H -2.39 1.84 -2.43  0.21
H -2.96 1.34 -0.81  0.22
H -0.78 -0.94 0.91  0.49
H -1.04 -0.30 2.27  0.46
O -1.37 -0.28 1.41  -0.96
H -0.63 -3.17 -0.85  0.47
H 0.74 -3.26 -1.32  0.49
O -0.19 -3.48 -1.64  -0.98
H -1.18 -1.15 -2.13  0.48
H -2.41 -1.74 -1.56  0.47
O -2.03 -0.94 -1.93  -0.93
H 1.98 -1.70 -2.61  0.47
H 1.70 -0.43 -1.72  0.49
O 2.02 -0.74 -2.59  -0.96

Summary:
HOMO energy, eV: -3.4
2S+1: 1
Total charge: -1
Frontier orbital gap, eV: 6.8

---

Computed, not measured: C14H13CrN3O6 as an isolated structure in a non-equilibrium geometry, with wB97M-V/def2-TZVPD.

Each line ends with the Mulliken spin population.
Atoms and positions in Å:
C 3.73 -2.06 0.69  0.04
C 3.41 -1.85 -0.66  0.00
C 1.97 -2.04 -0.84  -0.06
C 1.43 -2.54 0.33  0.06
C 2.45 -2.49 1.46  -0.06
Cr 2.72 -0.01 0.44  3.45
N 2.21 -1.30 2.24  -0.01
C 3.64 1.57 -0.59  -0.27
C 3.14 0.68 -1.59  -0.26
H 1.46 -1.91 -1.79  0.00
H 4.12 -1.65 -1.43  0.00
H 0.46 -3.01 0.46  -0.01
H 2.51 -3.38 2.13  0.01
H 4.72 -2.18 1.13  0.01
H 3.84 0.14 -2.26  0.02
H 3.10 2.47 -0.24  0.02
H 1.50 -1.20 2.95  0.01
H 2.17 0.86 -2.10  0.01
H 4.71 1.51 -0.33  0.03
O -0.47 -1.17 1.26  0.01
C -0.35 -0.12 0.59  -0.02
O 0.70 0.49 0.20  0.00
C -1.70 0.52 0.26  -0.18
C -2.02 0.89 -1.05  0.30
C -3.31 1.39 -1.32  -0.02
C -4.25 1.58 -0.29  -0.03
C -3.87 1.25 1.02  -0.03
C -2.61 0.71 1.30  0.32
N -4.79 1.43 2.11  0.10
O -5.93 1.89 1.89  0.12
O -4.41 1.13 3.26  0.09
N -3.70 1.68 -2.68  0.08
O -2.87 1.47 -3.59  0.07
O -4.85 2.12 -2.89  0.10
H -1.30 0.77 -1.85  0.05
H -5.24 1.96 -0.51  0.00
H -2.35 0.42 2.31  0.05

Summary:
HOMO energy (alpha / beta), eV: 0.5 / -0.9
2S+1: 5
Total charge: -2
Frontier orbital gap (alpha / beta), eV: 4.0 / 5.5

---

Computed, not measured: C3H3ClN2S as an isolated structure in a non-equilibrium geometry, with wB97M-V/def2-TZVPD.

Each line ends with the natural charge from an NBO analysis.
Atoms and positions in Å:
C -0.66 1.17 0.79  0.41
C -1.06 -1.17 0.18  -0.02
C 1.30 0.39 -0.66  -0.28
N -0.92 2.17 1.21  -0.33
N -0.36 -0.03 0.30  -0.52
S -2.61 -1.17 0.52  0.04
Cl -0.04 -2.49 -0.25  0.04
H 0.94 1.34 -0.87  0.21
H 1.92 0.17 0.22  0.23
H 1.48 -0.37 -1.44  0.23

Summary:
HOMO energy, eV: -9.2
2S+1: 1
Total charge: 0
Frontier orbital gap, eV: 8.5

---

Computed, not measured: C47H56As3F3NO6PPb as an isolated structure, with wB97M-V/def2-TZVPD.

Each line ends with the Löwdin charge.
Atoms and positions in Å:
Pb -0.11 -0.38 0.82  1.15
C -0.31 -1.52 4.75  -0.25
As 0.02 0.01 3.61  1.15
C 1.68 0.63 4.38  -0.24
C -1.33 1.25 4.32  -0.30
C -1.61 2.59 3.63  -0.65
C -0.31 3.25 3.18  -0.06
C -2.58 2.40 2.46  -0.27
As -2.05 1.56 0.77  1.19
C -1.62 3.03 -0.39  -0.23
C -3.77 0.95 0.13  -0.23
C -2.34 3.45 4.71  -0.37
As -2.80 5.40 4.70  1.15
C -1.05 6.22 5.04  -0.34
C -3.00 5.97 2.83  -0.36
H -0.18 -1.20 5.78  0.05
H 0.41 -2.31 4.52  0.05
H -1.32 -1.90 4.60  0.03
H 1.52 0.76 5.45  0.05
H 2.00 1.57 3.93  0.03
H 2.44 -0.13 4.21  0.04
H -0.97 1.42 5.34  0.09
H -2.25 0.66 4.41  0.09
H 0.23 2.61 2.47  0.05
H 0.34 3.44 4.03  0.10
H -0.51 4.19 2.69  0.07
H -2.93 3.37 2.11  0.07
H -3.46 1.84 2.79  0.09
H -2.55 3.51 -0.69  0.06
H -1.07 2.66 -1.25  0.02
H -0.99 3.73 0.17  0.04
H -4.39 1.83 -0.05  0.06
H -4.25 0.33 0.89  0.02
H -3.65 0.38 -0.79  0.03
H -1.76 3.38 5.63  0.06
H -3.29 2.95 4.94  0.06
H -0.57 5.74 5.89  0.02
H -1.22 7.26 5.31  0.02
H -0.37 6.20 4.19  0.01
H -3.88 5.52 2.37  0.01
H -2.12 5.80 2.21  0.00
H -3.17 7.05 2.87  0.02
O 2.27 -0.45 1.63  -0.15
C 3.26 0.22 1.32  -0.16
C 3.23 1.46 0.60  -0.12
C 4.46 2.09 0.36  0.06
C 4.50 3.28 -0.31  -0.14
C 3.33 3.88 -0.78  0.04
C 2.12 3.27 -0.56  0.02
C 2.02 2.05 0.14  -0.31
O 0.82 1.56 0.35  -0.29
N 5.79 3.93 -0.56  -0.36
O 6.77 3.37 -0.14  0.10
O 5.77 4.97 -1.16  0.10
H 4.25 -0.14 1.62  0.15
H 5.38 1.64 0.71  0.14
H 3.40 4.81 -1.31  0.13
H 1.21 3.72 -0.94  0.11
C -3.42 -2.64 0.24  -0.07
C -3.26 -2.30 1.71  -0.26
O -1.89 -2.03 2.05  -0.22
H -4.48 -2.75 0.00  0.10
H -2.92 -3.57 0.00  0.08
H -3.01 -1.85 -0.39  0.04
H -3.63 -3.10 2.35  0.13
H -3.80 -1.39 1.98  0.10
H -1.39 -2.85 1.94  0.08
F 4.23 -8.82 0.03  0.16
C 3.11 -8.64 -0.67  -0.60
F 2.27 -9.62 -0.33  0.16
F 3.42 -8.81 -1.97  0.16
C 2.52 -7.27 -0.43  -0.09
C 3.31 -6.16 -0.73  0.01
C 2.81 -4.89 -0.51  0.00
C 1.52 -4.73 0.01  -0.24
C 0.74 -5.85 0.29  -0.01
C 1.24 -7.12 0.07  0.01
C 1.00 -3.42 0.22  -0.07
C 0.57 -2.29 0.31  -0.14
H 4.30 -6.29 -1.13  0.14
H 3.40 -4.02 -0.74  0.12
H -0.27 -5.73 0.68  0.12
H 0.64 -7.99 0.29  0.13
O -1.06 -0.17 -1.38  -0.50
P -0.54 -0.42 -2.80  0.86
C -1.64 0.38 -3.97  -0.28
C -1.72 -0.05 -5.29  -0.05
C -2.57 0.60 -6.18  -0.05
C -3.34 1.67 -5.75  -0.05
C -3.27 2.10 -4.43  -0.06
C -2.42 1.46 -3.54  -0.08
C 1.12 0.23 -3.06  -0.28
C 2.20 -0.46 -2.51  -0.09
C 3.49 -0.01 -2.73  -0.06
C 3.70 1.12 -3.50  -0.05
C 2.63 1.82 -4.03  -0.05
C 1.34 1.38 -3.81  -0.05
C -0.46 -2.16 -3.20  -0.28
C 0.44 -2.63 -4.17  -0.08
C 0.46 -3.97 -4.49  -0.05
C -0.40 -4.86 -3.86  -0.05
C -1.30 -4.40 -2.91  -0.06
C -1.33 -3.05 -2.58  -0.07
H -1.14 -0.89 -5.63  0.11
H -2.63 0.26 -7.20  0.12
H -4.01 2.16 -6.44  0.12
H -3.87 2.93 -4.10  0.11
H -2.37 1.78 -2.51  0.06
H 2.03 -1.37 -1.94  0.10
H 4.33 -0.56 -2.33  0.12
H 4.71 1.46 -3.69  0.12
H 2.80 2.71 -4.63  0.12
H 0.50 1.91 -4.25  0.11
H 1.13 -1.95 -4.65  0.11
H 1.16 -4.34 -5.24  0.12
H -0.38 -5.91 -4.11  0.12
H -1.98 -5.09 -2.43  0.11
H -2.04 -2.68 -1.85  0.07

Summary:
HOMO energy, eV: -12.6
2S+1: 1
Total charge: +2
Frontier orbital gap, eV: 6.0